DFT (ωB97M-V with the def2-TZVPD basis set) results for one molecule with the formula C5H7NO.

Properties
Energy above the lowest of the compared OMol25 structures with the same formula, charge and spin: 75.3 kJ/mol
Frontier orbital gap: 0.327 Ha
Total energy: -8835.4226 eV
SMILES string: Cc1occc1N

Bonds (Å) are listed after each position.
Cartesian coordinates (Å):
1 C -1.6802 -1.0788 0.1536  C2 1.484, H8 1.093, H9 1.094, H10 1.096
2 C -0.2909 -0.5576 0.1759  C1 1.484, O3 1.369, C6 1.362
3 O 0.7261 -1.4372 0.4338  C2 1.369, C4 1.351
4 C 1.8860 -0.7894 0.1895  O3 1.351, C5 1.351, H11 1.080
5 C 1.6491 0.4850 -0.1908  C4 1.351, C6 1.435, H12 1.080
6 C 0.2232 0.6501 -0.1870  C2 1.362, C5 1.435, N7 1.414
7 N -0.5072 1.8244 -0.4821  C6 1.414, H13 1.012, H14 1.016
8 H -2.2986 -0.3640 -0.3950  C1 1.093
9 H -1.7137 -2.0242 -0.3958  C1 1.094
10 H -2.1350 -1.2533 1.1354  C1 1.096
11 H 2.8006 -1.3309 0.3787  C4 1.080
12 H 2.3805 1.2091 -0.5192  C5 1.080
13 H 0.1163 2.6195 -0.5453  N7 1.012
14 H -1.1795 2.0457 0.2464  N7 1.016